Below is the ion C4H7N4 with charge +1 in a non-equilibrium geometry, with properties calculated with ωB97M-V/def2-TZVPD.

Summary:
frontier orbital gap (alpha / beta): 0.3110 / 0.3110 hartree

```
! RIJCOSX wB97M-V def2-TZVPD def2/J DEFGRID3
* xyz 1 1
N -0.2143 -1.7344 -0.3154
N -0.7495 -0.8815 -0.9067
N 1.9681 0.6790 0.0809
N 3.0489 0.7473 -0.1994
C 0.7381 0.5840 0.3987
C 0.6296 -2.1053 0.5408
C -1.6178 1.2381 -0.2135
C -0.3313 0.5272 -0.6230
H -1.4596 2.3118 -0.2442
H -1.9204 0.9538 0.7912
H 1.5519 -2.5765 0.2194
H -0.0066 0.8823 -1.6069
H 0.2929 -2.3364 1.5456
H 0.4888 0.7305 1.4364
H -2.4189 0.9800 -0.9038
*
```

Below is a cluster of 5 separate species, C52H105IN2O2P in total in a non-equilibrium geometry, with properties calculated with ωB97M-V/def2-TZVPD.

Summary:
frontier orbital gap: 0.2994 hartree

```
! RIJCOSX wB97M-V def2-TZVPD def2/J DEFGRID3
* xyz 1 1
I 6.1390 -0.5039 2.6510
P 0.7737 -0.0951 3.9475
O 4.6341 -5.4640 -5.3304
O 7.0689 0.9875 0.3110
N 2.3247 2.2312 2.9891
N 2.6745 0.1741 1.8579
C -2.7181 3.6295 4.2279
C -1.3718 -4.8945 -9.4571
C 3.5390 1.1397 1.2582
C 0.0435 -3.6240 -6.9686
C 2.1826 2.6031 8.9443
C 3.6009 -5.1157 -2.5090
C 3.6182 -4.7767 -6.1004
C -2.3447 3.8126 -3.0528
C 3.3509 -2.5854 -0.6151
C -6.7842 3.2549 4.1514
C -1.0064 0.0909 3.3715
C -1.7953 0.4408 -1.4605
C 4.3063 -6.4227 -3.0943
C 4.1082 3.6939 1.6189
C 4.0248 -6.5861 -4.6529
C 1.0125 0.3872 5.7520
C 3.7530 -2.4776 -2.1509
C 3.3091 2.4158 1.9752
C -0.4894 3.5356 2.7321
C 1.5109 -0.8819 6.5896
C -1.9494 4.2047 2.9629
C -2.7876 -5.1374 -8.9321
C -1.8922 -0.9175 4.2471
C 6.0131 0.6535 0.7942
C -3.3635 -2.0439 -7.2731
C -5.2422 2.8591 4.2112
C 1.3925 2.4639 10.2463
C -0.2522 -5.5334 -8.6296
C 2.5929 -1.2505 1.4727
C 2.3706 4.0504 8.5071
C -4.2568 4.1170 4.3087
C 0.3164 3.4155 4.0949
C 2.3554 -1.4414 -0.1190
C -1.9336 2.8670 -0.6839
C -3.1456 0.0812 -5.8814
C 4.6029 1.0392 0.1083
C 2.0450 3.1019 11.4762
C -3.1820 -6.6089 -8.9221
C 1.9822 0.8724 2.8823
C 1.8829 3.3040 3.9190
C -3.1355 -0.5374 -7.2803
C -5.6883 0.5406 -5.8205
C -0.2091 -5.1136 -7.1599
C -2.9475 3.3478 -1.7264
C 4.5464 -3.8272 -2.5290
C -1.0302 1.7166 -1.1336
C 3.4482 2.5905 11.8059
C 4.9792 4.5594 1.6129
C -1.4238 5.0174 -2.9063
C 3.4837 1.1056 12.1449
C -4.4669 -0.0523 -5.1174
C -5.5847 2.0445 -6.0409
H 3.5143 -1.8299 1.8138
H -3.0024 -0.6991 4.1202
H -1.4461 1.1197 3.5171
H 0.4018 2.9130 10.1101
H -2.2489 3.9818 5.2092
H -4.3426 -2.3034 -6.8650
H -2.7715 2.4876 4.2483
H -1.6784 -2.0078 4.0142
H 2.6356 -0.9320 6.4932
H -1.8122 5.3218 3.1490
H -1.0996 -0.3535 -1.7441
H 2.0891 4.1876 11.3436
H 1.4042 4.5421 8.3646
H 1.7160 -1.7910 1.9614
H 5.4082 -6.4935 -2.8294
H 0.9912 -3.3279 -7.4276
H -6.4943 2.4195 -6.5166
H 2.6705 -4.8272 -3.1016
H -5.4597 2.5699 -5.0904
H 5.0906 -3.7009 -3.5243
H -3.8841 -0.0556 -7.9164
H -1.0593 -0.2392 2.2793
H -0.5591 4.7912 -2.2773
H 2.8471 -3.5772 -0.3573
H -4.4989 4.9046 3.5322
H -4.6613 -1.1090 -4.9079
H 1.1490 -0.8012 7.6538
H -1.2034 -3.8148 -9.5262
H 1.6452 2.0665 8.1542
H -1.1374 -5.3968 -6.6541
H -4.3502 0.4306 -4.1397
H -6.5718 0.3415 -5.2042
H -5.0031 2.2926 3.2580
H 2.8970 -6.6112 -4.7768
H 3.1590 2.1170 9.0358
H -2.4876 0.5856 -2.2922
H -2.8768 1.1397 -5.9626
H -2.5405 -7.1946 -8.2596
H 5.3692 -3.9735 -1.7546
H -1.3042 3.7075 -0.3723
H -0.3363 -6.6236 -8.6818
H -7.1426 3.3060 3.0684
H -3.3154 -2.4376 -8.2916
H 4.7621 2.0718 -0.3294
H -1.3024 -5.2743 -10.4824
H 1.1083 -1.8052 6.0500
H -4.7442 2.3007 -6.6901
H 1.8708 1.1446 5.7727
H -3.6686 2.5493 -1.9291
H 0.1253 4.3837 4.6736
H -2.3530 -0.3835 -5.2824
H -3.1636 4.0833 -3.7278
H 2.3371 4.2723 3.5420
H 0.1208 0.9001 6.2243
H -2.4808 2.5555 0.2143
H -2.3655 0.0964 -0.5928
H 2.4581 -0.4646 -0.6785
H 1.2145 1.4008 10.4381
H -1.9572 5.8645 -2.4682
H -0.1598 2.5934 4.7042
H 2.3319 3.0641 4.9379
H -5.8620 0.0389 -6.7766
H -4.2102 -6.7213 -8.5690
H 1.3925 2.9323 12.3396
H 2.9127 4.0909 7.5578
H -3.5263 4.1701 -1.2909
H -2.9020 -4.7181 -7.9279
H -2.1639 -0.3338 -7.7417
H -0.4314 2.0170 -1.9989
H -7.3918 2.4030 4.6130
H 2.9051 -4.1627 -5.4552
H 0.7072 -5.2849 -9.0982
H 2.9437 4.6230 9.2385
H 4.3810 0.2659 -0.6812
H -4.4379 4.5594 5.3471
H 4.5016 -1.6344 -2.2843
H -1.0474 5.3254 -3.8849
H 4.1617 -4.1134 -6.8413
H 4.4298 -7.5897 -4.9896
H 3.7983 -7.3149 -2.5868
H -5.0915 2.1883 5.1093
H 3.8258 3.1510 12.6675
H -0.3190 1.5000 -0.3272
H 4.5015 0.8018 12.4020
H -3.1217 -7.0351 -9.9264
H 2.8400 0.8858 12.9999
H -1.5563 -0.7699 5.3310
H 1.2889 -1.8054 -0.3043
H -7.0422 4.1987 4.7216
H -0.5484 2.5551 2.1704
H -1.8056 2.9931 -3.5377
H -2.6319 4.0664 2.0648
H 5.8734 5.2399 1.7013
H 4.3333 -2.5963 -0.0291
H 3.1597 0.4906 11.3018
H -3.4910 -4.5951 -9.5734
H -0.7545 -3.0194 -7.4048
H 3.0651 -5.5623 -6.7088
H 2.8871 -2.2686 -2.8464
H 4.1360 2.7967 10.9804
H 0.5928 -5.6705 -6.6640
H 0.0954 -3.3848 -5.9028
H 0.0809 4.2752 2.0708
H 3.2988 -5.3733 -1.4400
H -2.5969 -2.5503 -6.6794
*
```

| no. | total energy (eV) |
| --- | --- |
| 1 | -10210.431 |
| 2 | -80080.390 |